{"formula": "C6H6N2", "method": "wB97M-V/def2-TZVPD", "gap_ev": 7.32, "species": ["C", "C", "C", "C", "C", "C", "H", "H", "H", "H", "H", "H", "N", "N"], "coordinates": [[0.980050, 1.552418, -0.105962], [0.831588, 0.038623, -0.079945], [2.079471, -0.599777, -0.164645], [-0.435533, -0.603526, -0.054482], [-1.788148, -0.095994, -0.085554], [-2.908521, 0.397267, 0.183800], [1.620068, 1.849352, 0.766816], [1.741360, 1.880065, -0.862528], [0.124969, 2.315067, -0.147489], [0.288236, -2.495611, 0.744929], [-1.505995, -2.327001, -0.181721], [-4.027813, 0.630963, 0.013496], [3.473723, -0.551077, 0.167285], [-0.473458, -1.990763, -0.193999]], "atomic_forces_ev_per_a": [[1.531, 2.121, 0.595], [-3.865, 0.842, -0.587], [13.411, 0.578, 4.043], [2.190, -0.161, -0.976], [-2.493, 2.985, 1.655], [0.980, -1.571, -2.127], [-0.893, -0.294, -0.106], [-1.020, -0.600, -0.064], [0.728, -1.861, -0.002], [-3.422, 1.653, -3.971], [2.692, 0.325, 0.517], [2.636, -0.346, 0.724], [-13.478, -0.929, -3.558], [1.002, -2.741, 3.857]]}

=====

{"formula": "C29H27Cl5N3O8ReS3", "method": "wB97M-V/def2-TZVPD", "gap_ev": [7.13, 7.35], "total_charge": 1, "spin_multiplicity": 2, "species": ["Re", "Cl", "C", "C", "Cl", "C", "Cl", "C", "O", "C", "Cl", "C", "Cl", "O", "C", "O", "C", "C", "C", "C", "C", "C", "S", "H", "H", "H", "H", "C", "C", "C", "C", "C", "C", "C", "S", "C", "O", "H", "H", "H", "H", "H", "H", "H", "H", "H", "H", "C", "C", "S", "O", "O", "C", "C", "N", "C", "N", "C", "C", "N", "O", "O", "C", "H", "H", "H", "H", "H", "H", "H", "H", "H", "H", "H", "H", "H"], "coordinates": [[0.409702, 0.948367, -0.537012], [4.287158, -0.213510, -6.360138], [3.035908, 0.016851, -5.214954], [3.190017, 0.957350, -4.196654], [4.610909, 1.904754, -4.074666], [2.172633, 1.112338, -3.268043], [2.284562, 2.279436, -1.984446], [1.002964, 0.359846, -3.316266], [0.036064, 0.534711, -2.401828], [0.847065, -0.561242, -4.351634], [-0.612733, -1.465207, -4.426043], [1.861553, -0.736902, -5.290664], [1.667181, -1.895561, -6.535425], [0.785235, 3.935237, 1.834910], [0.376269, 2.824081, 1.653631], [1.120081, 1.929145, 0.951779], [-0.935338, 2.345868, 2.214732], [-1.496683, 3.189209, 3.173796], [-2.717523, 2.910154, 3.757739], [-3.417359, 1.770799, 3.379700], [-2.873399, 0.911636, 2.442527], [-1.635689, 1.180552, 1.861069], [-0.971080, -0.117351, 0.835884], [-0.947729, 4.081854, 3.440797], [-3.125635, 3.581449, 4.501344], [-4.379304, 1.544397, 3.820528], [-3.400879, 0.009137, 2.159698], [-6.492220, 4.743621, 2.083405], [-5.435044, 4.148817, 1.199276], [-4.164053, 4.715261, 1.119124], [-3.184829, 4.169670, 0.307491], [-3.489089, 3.032971, -0.425616], [-4.739274, 2.431697, -0.351888], [-5.708543, 3.002783, 0.453386], [-2.306812, 2.292762, -1.497140], [-2.274651, 3.486022, -2.823564], [-0.923253, 2.542317, -0.841147], [-6.137409, 5.645451, 2.578209], [-6.796927, 4.030436, 2.851073], [-7.380922, 4.998311, 1.505129], [-3.936604, 5.597092, 1.704664], [-2.193939, 4.605129, 0.268240], [-4.948671, 1.528432, -0.912047], [-6.688696, 2.546158, 0.513838], [-1.995091, 4.455253, -2.414744], [-3.266581, 3.520960, -3.271592], [-1.540514, 3.141684, -3.549688], [2.742660, -5.904523, 3.508568], [2.555060, -6.675714, 2.212330], [2.166535, -5.649473, 0.819002], [1.061033, -4.782371, 1.161600], [2.067209, -6.474450, -0.355961], [3.588752, -4.587048, 0.604278], [3.413898, -3.795940, -0.697820], [3.084426, -2.385142, -0.464877], [1.878115, -1.829137, -0.681739], [1.919004, -0.523303, -0.387060], [3.189675, -0.231044, 0.037088], [3.909470, -1.375064, -0.009559], [5.289566, -1.539686, 0.354313], [5.751127, -2.666617, 0.318275], [5.881251, -0.536810, 0.676670], [0.699353, -2.566704, -1.193342], [2.869132, -6.606903, 4.330532], [1.873294, -5.283247, 3.716688], [3.630298, -5.272590, 3.478767], [1.699058, -7.352498, 2.257535], [3.428988, -7.261052, 1.924814], [4.490471, -5.194914, 0.575437], [3.629500, -3.927073, 1.468273], [2.603159, -4.204259, -1.297939], [4.319065, -3.844191, -1.293816], [3.492083, 0.749599, 0.360525], [0.472681, -3.416396, -0.548567], [0.885347, -2.931868, -2.205367], [-0.161023, -1.903781, -1.235453]], "atomic_forces_ev_per_a": [[0.065, 0.169, 0.263], [0.017, 0.004, -0.023], [0.006, 0.013, 0.031], [0.012, -0.037, -0.029], [-0.013, -0.001, 0.004], [-0.024, 0.031, 0.036], [-0.014, -0.011, -0.014], [-0.100, -0.076, -0.046], [0.118, 0.058, -0.058], [0.005, 0.000, 0.019], [0.023, 0.032, 0.013], [-0.023, -0.008, 0.016], [0.003, 0.010, -0.003], [-0.035, -0.041, 0.050], [0.060, 0.127, -0.025], [-0.088, -0.113, -0.177], [-0.003, -0.088, -0.032], [-0.015, 0.033, 0.027], [-0.011, -0.043, -0.020], [0.046, 0.038, -0.014], [-0.017, 0.005, 0.026], [0.038, -0.054, -0.048], [-0.033, -0.021, 0.034], [0.006, -0.003, -0.003], [-0.003, 0.003, 0.001], [-0.003, 0.002, 0.005], [-0.001, -0.004, 0.001], [-0.003, 0.005, 0.014], [0.006, -0.026, -0.028], [-0.009, 0.009, -0.012], [-0.008, 0.022, 0.027], [-0.037, 0.009, 0.044], [0.012, 0.017, 0.011], [-0.004, 0.010, 0.003], [0.080, -0.013, -0.065], [0.014, -0.018, -0.004], [-0.058, -0.005, -0.061], [0.001, 0.004, 0.001], [-0.007, 0.003, 0.002], [-0.006, 0.000, 0.004], [0.002, 0.003, 0.006], [0.016, -0.003, -0.015], [-0.001, -0.004, -0.005], [-0.004, 0.001, 0.004], [-0.007, 0.003, 0.020], [-0.004, -0.001, 0.003], [-0.003, -0.010, 0.001], [-0.001, 0.025, -0.012], [0.004, -0.010, -0.016], [-0.014, 0.009, 0.047], [-0.001, 0.014, 0.006], [0.000, -0.010, -0.020], [-0.044, 0.043, 0.000], [-0.010, 0.013, -0.016], [-0.090, 0.018, -0.032], [0.028, -0.031, 0.037], [0.020, -0.045, 0.001], [0.006, -0.034, 0.002], [0.026, 0.053, 0.030], [-0.045, 0.018, 0.016], [0.024, -0.015, -0.012], [0.016, 0.004, -0.002], [-0.022, -0.002, -0.028], [-0.001, -0.003, 0.003], [0.002, 0.001, 0.003], [0.001, 0.003, 0.007], [0.000, -0.005, -0.009], [-0.001, -0.005, -0.002], [-0.023, -0.042, -0.020], [0.076, -0.008, 0.006], [0.035, -0.062, -0.004], [0.014, 0.037, 0.032], [0.004, -0.002, 0.001], [-0.003, 0.012, 0.009], [-0.007, -0.011, -0.008], [0.013, 0.003, -0.002]]}

=====

{"formula": "C13H27O4PTc", "method": "wB97M-V/def2-TZVPD", "gap_ev": [7.21, 3.96], "total_charge": 4, "spin_multiplicity": 4, "species": ["Tc", "C", "O", "C", "O", "C", "O", "C", "P", "H", "H", "C", "H", "C", "H", "H", "H", "C", "H", "C", "H", "H", "C", "H", "H", "H", "C", "H", "H", "H", "C", "H", "H", "H", "C", "H", "H", "H", "H", "H", "C", "O", "H", "H", "H", "H"], "coordinates": [[-0.637870, 1.565072, 0.541393], [0.682920, 2.428605, -0.736766], [1.466214, 2.956625, -1.425623], [0.500202, 2.109853, 2.010375], [1.206569, 2.405558, 2.905825], [-1.947117, 0.887004, 1.945077], [-2.678059, 0.570770, 2.799823], [2.224412, -0.680545, -0.351856], [0.401081, -0.609410, 0.043711], [-0.676114, -2.072075, -1.661646], [2.277214, -0.074838, -1.265150], [0.074647, -2.121666, 1.090519], [0.629988, -2.952108, 0.636363], [2.752343, -2.087167, -0.660743], [2.126966, -2.615613, -1.388781], [2.803442, -2.697174, 0.247316], [3.766718, -2.023555, -1.071633], [3.080786, 0.034904, 0.702901], [3.108230, -0.515419, 1.647527], [-1.790432, -0.219373, -1.468121], [2.697377, 1.036441, 0.908263], [4.110484, 0.123865, 0.337299], [0.303182, -0.543059, -2.826646], [-1.577157, 0.877408, -1.360769], [-2.381136, -0.265086, -2.392213], [-2.414826, -0.562158, -0.642395], [-0.466342, -0.997907, -1.581421], [-0.324485, -0.676119, -3.715984], [1.220169, -1.118586, -2.976508], [0.569738, 0.517026, -2.760026], [-1.415344, -2.487347, 1.110848], [-2.017235, -1.661160, 1.499233], [-1.568628, -3.349008, 1.771162], [-1.789562, -2.759089, 0.119053], [0.586049, -1.880693, 2.518464], [0.121599, -0.984497, 2.942705], [1.670091, -1.744578, 2.549247], [0.333362, -2.736518, 3.155270], [-3.321201, 0.601222, -4.452378], [-3.665122, 1.253556, -4.357448], [-1.510697, 4.052449, 1.178201], [-1.532817, 3.169027, 0.086099], [-2.186416, 4.911585, 0.975392], [-0.491908, 4.475297, 1.294522], [-1.839603, 3.554005, 2.113142], [-2.481710, 2.904476, -0.033626]], "atomic_forces_ev_per_a": [[1.401, -3.080, -0.515], [5.798, 3.014, -5.070], [-4.420, -2.801, 3.841], [5.048, 1.920, 6.446], [-4.115, -1.655, -5.172], [-4.999, -2.415, 5.507], [3.920, 1.742, -4.551], [3.301, -1.004, 1.521], [-0.816, -1.317, -2.394], [0.166, 0.109, 0.238], [-0.905, 0.286, -0.787], [0.403, -1.625, 2.552], [0.168, 0.398, -0.368], [-1.528, 0.399, 0.028], [0.237, 0.098, -0.107], [0.387, 0.076, 0.103], [0.251, 0.026, -0.044], [-1.537, -0.118, -0.088], [0.374, -0.070, 0.074], [-0.065, -0.521, 0.408], [0.245, 0.091, -0.027], [0.217, -0.119, -0.053], [0.322, 0.058, 0.029], [0.058, 0.582, -0.066], [-0.011, 0.227, 0.092], [-0.173, -0.066, -0.114], [-0.180, 0.683, 0.264], [0.083, -0.008, 0.170], [-0.126, -0.003, -0.058], [-0.054, 0.026, -0.165], [-0.542, 1.106, -1.241], [-0.199, -0.284, 0.129], [0.353, -0.040, 0.180], [0.003, -0.031, 0.227], [0.162, 0.729, -0.927], [-0.110, -0.164, 0.232], [0.049, -0.245, 0.190], [0.093, -0.092, 0.026], [0.016, -0.038, -0.024], [0.001, 0.022, 0.037], [0.139, 3.154, 2.675], [-3.215, 0.474, -1.831], [0.260, -0.437, 0.063], [-0.542, -0.224, -0.214], [0.025, 0.337, -0.403], [0.055, 0.801, -0.813]]}

=====

Calculated values (kJ/mol) of relative energy (zero: lowest compared OMol25 entry of this formula, charge and spin) for the records, taken in order: 687.7 0.0 0.0.